Record 1
{"formula": "C26H29N5O7RuS", "method": "the ωB97M-V functional and the def2-TZVPD basis", "e_tot_ha": -2301.18083, "spin_multiplicity": 5, "charge": 2, "homo_ev": [-13.312, -13.297], "elements": ["Ru", "N", "C", "C", "O", "O", "H", "H", "H", "H", "C", "N", "C", "C", "C", "N", "C", "C", "O", "H", "H", "H", "H", "H", "H", "H", "H", "H", "H", "H", "H", "O", "C", "O", "C", "C", "C", "C", "O", "C", "O", "C", "C", "H", "H", "H", "H", "H", "N", "C", "C", "C", "C", "C", "C", "C", "H", "H", "H", "H", "H", "S", "C", "C", "N", "C", "H", "H", "H"], "coordinates": [[-0.025607, 0.070856, 0.491133], [-0.691926, 2.535277, 0.588006], [-1.181022, 2.902644, -0.717089], [-1.373105, 1.639071, -1.672771], [-1.800255, 1.850995, -2.775725], [-1.027627, 0.539029, -1.160212], [-1.449840, 2.417754, 1.257492], [-0.005428, 3.183827, 0.958746], [-0.478446, 3.546931, -1.247742], [-2.161209, 3.384847, -0.693292], [3.920621, -2.077412, -0.169743], [3.143086, -2.611276, -1.264316], [3.836397, -3.482485, -2.190290], [3.078276, -3.561023, -3.506699], [1.629002, -3.927699, -3.219246], [1.062877, -3.019860, -2.244085], [-0.368804, -2.853791, -2.270187], [1.792272, -2.442668, -1.260622], [1.269424, -1.757554, -0.364822], [4.669050, -1.376685, -0.547763], [4.428228, -2.886187, 0.360235], [3.252241, -1.560296, 0.519279], [3.942972, -4.481020, -1.746776], [4.839449, -3.077929, -2.347098], [3.530965, -4.308869, -4.153628], [3.123747, -2.599182, -4.019723], [1.563099, -4.955844, -2.839552], [1.029729, -3.870277, -4.131975], [-0.671232, -2.417211, -3.224119], [-0.680718, -2.202949, -1.451667], [-0.863382, -3.820644, -2.159515], [-1.972670, 0.186469, 1.667978], [-2.308644, -0.985084, 1.349120], [-1.499078, -1.723468, 0.750214], [-3.679348, -1.464300, 1.666991], [-4.012556, -2.809043, 1.448198], [-5.290566, -3.286042, 1.674106], [-6.232705, -2.370080, 2.110863], [-7.527641, -2.544722, 2.389213], [-8.042599, -1.291778, 2.771811], [-6.997175, -0.350509, 2.731491], [-5.897411, -1.006672, 2.328338], [-4.618541, -0.538218, 2.119562], [-3.239136, -3.472764, 1.093731], [-5.547337, -4.317781, 1.509416], [-8.454968, -1.351369, 3.791351], [-8.846490, -0.992635, 2.080670], [-4.346455, 0.490391, 2.281971], [0.864131, -0.403796, 2.115772], [1.209447, -0.975106, 3.062950], [1.690927, -1.663787, 4.173116], [3.037975, -2.066877, 4.198966], [3.505676, -2.790229, 5.275285], [2.654708, -3.114699, 6.325989], [1.327946, -2.701606, 6.309837], [0.835330, -1.980396, 5.241905], [3.690539, -1.808408, 3.378502], [4.536803, -3.105053, 5.299712], [3.026860, -3.691290, 7.158803], [0.678491, -2.946641, 7.136435], [-0.193659, -1.654783, 5.216750], [3.269891, 1.737759, -2.333865], [3.688928, 2.133192, -0.718913], [2.740856, 1.678468, 0.143340], [1.711720, 1.028264, -0.459763], [1.853526, 0.981199, -1.757676], [4.589869, 2.665535, -0.491417], [2.753375, 1.783883, 1.215506], [1.154824, 0.499221, -2.420986]], "forces_ev_per_a": [[-0.815, 1.015, -2.596], [0.230, -0.607, 0.872], [-0.432, -0.863, -1.315], [-0.169, 3.582, 0.315], [-0.077, -0.504, -0.328], [0.585, -2.786, 0.923], [0.245, 0.170, -0.082], [-0.173, -0.031, -0.015], [-0.086, 0.059, 0.167], [0.199, 0.144, 0.033], [0.005, 0.113, 0.159], [-0.382, 0.175, 0.100], [0.021, -0.206, -0.318], [-0.101, -0.083, 0.230], [0.385, -0.212, -0.213], [0.212, 0.387, 0.335], [-0.408, 0.180, 0.149], [0.431, -0.423, -0.626], [-0.745, 0.628, 0.620], [0.039, -0.024, 0.054], [0.066, 0.000, 0.018], [0.179, -0.059, -0.104], [0.060, 0.043, -0.067], [-0.058, -0.050, 0.015], [0.022, -0.022, -0.029], [-0.012, 0.028, -0.005], [-0.002, 0.036, -0.115], [0.039, 0.008, 0.120], [-0.057, 0.015, 0.038], [0.011, -0.187, -0.289], [-0.025, -0.046, 0.004], [-0.094, 0.307, -0.052], [0.893, 0.275, -0.124], [-0.079, -0.168, -0.015], [-0.774, 1.184, 0.394], [-0.755, -0.772, 0.040], [0.268, -0.306, -0.133], [-0.596, -0.084, 0.122], [1.180, -0.345, -0.369], [-1.641, 0.343, 0.466], [1.309, -0.243, -0.347], [-0.706, 0.301, 0.230], [0.653, -0.029, -0.152], [0.065, -0.061, -0.056], [-0.073, -0.155, -0.018], [0.277, -0.036, -0.237], [0.348, -0.085, 0.064], [0.032, 0.138, 0.004], [0.953, -1.064, 2.580], [-0.370, 1.063, -1.551], [0.489, -0.699, 1.094], [-0.290, 0.138, -0.058], [0.018, -0.052, 0.075], [-0.049, 0.112, -0.182], [-0.017, -0.025, 0.068], [0.142, 0.087, -0.289], [0.050, -0.001, -0.060], [0.093, -0.030, -0.001], [0.037, -0.022, 0.078], [-0.047, -0.012, 0.039], [-0.077, 0.007, 0.018], [-0.382, -0.188, 0.543], [-0.232, -0.128, -0.019], [0.669, 0.325, 0.048], [-0.892, -0.507, 0.111], [0.351, 0.103, -0.485], [0.178, 0.140, 0.080], [0.027, 0.033, 0.057], [-0.143, -0.026, -0.012]]}


Record 2
{"formula": "C26H29N5S", "method": "the ωB97M-V functional and the def2-TZVPD basis", "e_tot_ha": -1680.19092, "spin_multiplicity": 1, "smiles": "Cc1ccc(C)c(NC(=S)N(CCc2nc3cc(C)c(C)cc3[nH]2)Cc2cccnc2)c1", "charge": 0, "homo_ev": -7.619, "elements": ["C", "C", "C", "C", "C", "C", "C", "N", "C", "S", "N", "C", "C", "C", "N", "C", "C", "C", "C", "C", "C", "C", "C", "N", "C", "C", "C", "C", "C", "N", "C", "C", "H", "H", "H", "H", "H", "H", "H", "H", "H", "H", "H", "H", "H", "H", "H", "H", "H", "H", "H", "H", "H", "H", "H", "H", "H", "H", "H", "H", "H"], "coordinates": [[-5.080663, -0.700151, -1.545732], [-3.804097, 0.049021, -1.779835], [-3.777913, 1.227785, -2.507415], [-2.585641, 1.905749, -2.700388], [-1.393722, 1.428196, -2.184310], [-0.102124, 2.155305, -2.415560], [-1.419235, 0.234665, -1.448347], [-0.201626, -0.190372, -0.889501], [0.248094, -1.439782, -0.685576], [-0.579648, -2.795900, -1.177245], [1.466569, -1.561260, -0.068822], [2.432542, -0.491960, 0.069807], [2.512819, 0.088913, 1.493723], [1.367216, 0.980498, 1.822172], [0.665216, 1.639893, 0.944710], [-0.299974, 2.317665, 1.651943], [-1.339456, 3.127940, 1.217183], [-2.185615, 3.679074, 2.160730], [-3.320946, 4.547896, 1.710680], [-1.996944, 3.430808, 3.537154], [-2.923887, 4.048151, 4.539816], [-0.968628, 2.614052, 3.975228], [-0.131307, 2.057054, 3.025790], [0.942827, 1.199785, 3.100908], [1.980586, -2.876643, 0.250264], [3.048307, -3.350024, -0.696572], [4.115097, -4.121188, -0.250562], [5.068590, -4.548853, -1.158646], [4.923518, -4.176135, -2.486394], [3.915200, -3.442253, -2.923815], [3.002300, -3.049106, -2.056355], [-2.616152, -0.432771, -1.245077], [-4.956694, -1.748015, -1.812492], [-5.893213, -0.280642, -2.133847], [-5.356640, -0.655806, -0.492139], [-4.691343, 1.621482, -2.929851], [-2.582251, 2.822790, -3.273512], [0.314328, 2.519277, -1.475815], [0.630015, 1.490551, -2.873948], [-0.257974, 3.004400, -3.076517], [0.302001, 0.581386, -0.439251], [2.223921, 0.313848, -0.635106], [3.414483, -0.906064, -0.184638], [3.441193, 0.663421, 1.573691], [2.560074, -0.721486, 2.224888], [-1.489395, 3.308902, 0.164789], [-4.273983, 4.138479, 2.043130], [-3.337257, 4.620174, 0.626716], [-3.228320, 5.551388, 2.125022], [-2.906703, 5.134519, 4.461715], [-3.948582, 3.720848, 4.367714], [-2.638387, 3.769982, 5.551058], [-0.830183, 2.414155, 5.027805], [1.331387, 0.802039, 3.939241], [1.133082, -3.571128, 0.202134], [2.369805, -2.872134, 1.274885], [4.193483, -4.386193, 0.795577], [5.905228, -5.152885, -0.842566], [5.644104, -4.476014, -3.235777], [2.188769, -2.465417, -2.465700], [-2.627413, -1.341705, -0.666339]], "forces_ev_per_a": [[0.025, -0.003, 0.048], [0.065, 0.127, -0.035], [-0.031, -0.035, -0.002], [-0.026, 0.021, 0.038], [0.065, -0.101, 0.033], [-0.054, 0.001, -0.005], [-0.461, 0.093, -0.285], [0.597, 0.121, 0.168], [-0.176, -0.129, -0.130], [-0.357, -0.553, -0.320], [-0.054, 0.148, -0.004], [0.125, 0.295, 0.314], [0.129, -0.074, -0.242], [0.067, -0.011, 0.065], [0.432, -0.095, -0.131], [-0.027, -0.010, 0.860], [0.039, -0.038, 0.192], [0.056, -0.012, -0.162], [0.019, -0.012, 0.040], [0.148, -0.126, 0.092], [0.012, -0.014, -0.043], [-0.019, 0.005, 0.051], [-0.349, 0.352, -0.556], [0.102, -0.087, -0.010], [-0.137, -0.316, 0.122], [0.209, -0.064, -0.002], [-0.141, 0.103, -0.143], [-0.034, 0.005, -0.034], [0.257, -0.206, 0.165], [0.038, 0.077, -0.545], [-0.233, 0.092, 0.329], [-0.048, 0.076, 0.066], [-0.070, -0.086, -0.013], [-0.084, -0.010, -0.016], [-0.088, -0.035, 0.044], [-0.104, 0.020, -0.048], [0.036, 0.078, -0.055], [0.128, 0.052, -0.021], [0.116, 0.000, -0.016], [0.015, 0.057, -0.033], [-0.036, -0.175, -0.025], [0.052, -0.073, -0.028], [-0.112, 0.125, -0.026], [0.005, -0.039, 0.066], [0.083, -0.007, -0.014], [-0.040, 0.028, -0.175], [-0.126, 0.040, -0.007], [-0.044, 0.035, -0.064], [-0.075, 0.105, -0.003], [-0.066, 0.092, 0.054], [-0.112, 0.033, 0.049], [-0.021, 0.010, 0.071], [-0.035, 0.015, 0.132], [0.006, -0.017, -0.114], [0.220, 0.162, 0.153], [0.025, 0.015, -0.047], [0.014, -0.001, 0.095], [0.082, -0.040, -0.004], [0.115, -0.072, 0.008], [-0.140, 0.078, 0.074], [0.019, -0.018, 0.032]]}